# 1
Below is a molecular structure, C28H26I3N6OReS2, with properties calculated with wB97M-V/def2-TZVPD.

Last column: Mulliken spin population.
Cartesian coordinates (Å):
1 Re 0.01 -0.07 -0.05  1.52
2 I -4.67 0.63 6.13  0.21
3 C -3.22 0.28 4.76  0.23
4 C -2.00 -0.30 5.15  -0.04
5 C -1.02 -0.54 4.23  0.10
6 I 0.70 -1.49 4.84  0.03
7 C -1.21 -0.15 2.84  0.14
8 O -0.26 -0.30 2.00  0.36
9 C -2.49 0.38 2.45  0.05
10 C -2.79 0.70 1.02  0.03
11 N -2.15 -0.24 0.05  0.05
12 C -2.56 -1.66 0.28  0.02
13 C -1.48 -2.64 -0.09  0.03
14 C -1.78 -3.98 -0.26  0.00
15 C -0.77 -4.87 -0.54  0.02
16 C 0.53 -4.40 -0.66  -0.01
17 C 0.77 -3.05 -0.50  0.03
18 N -0.22 -2.18 -0.20  -0.03
19 C -3.45 0.58 3.39  0.04
20 H -1.85 -0.57 6.19  0.00
21 H -3.87 0.67 0.88  0.00
22 H -2.45 1.71 0.76  0.00
23 H -2.51 0.03 -0.86  -0.01
24 H -2.78 -1.78 1.35  -0.01
25 H -3.48 -1.88 -0.26  0.00
26 H -2.81 -4.31 -0.17  0.00
27 H -0.98 -5.92 -0.68  0.00
28 H 1.36 -5.06 -0.88  0.00
29 H 1.76 -2.64 -0.59  0.00
30 H -4.42 0.97 3.10  0.00
31 C 3.04 -0.82 1.95  -0.01
32 C 3.17 -0.43 0.52  0.00
33 N 2.17 -0.20 -0.31  0.07
34 C 2.63 0.07 -1.59  -0.01
35 C 3.97 0.10 -1.72  0.00
36 S 4.69 -0.26 -0.21  0.00
37 C 1.61 0.18 -2.62  0.02
38 C 1.75 0.32 -3.96  0.00
39 S 0.22 0.32 -4.71  0.00
40 C -0.55 0.12 -3.22  0.02
41 N 0.29 0.07 -2.19  -0.02
42 C -2.04 0.05 -3.15  0.01
43 H 1.99 -0.90 2.22  0.00
44 H 3.51 -0.09 2.60  0.00
45 H 3.53 -1.78 2.11  0.00
46 H 4.56 0.28 -2.60  0.00
47 H 2.66 0.41 -4.53  0.00
48 H -2.47 0.11 -4.14  0.00
49 H -2.45 0.88 -2.57  0.00
50 H -2.36 -0.91 -2.73  0.00
51 C -0.34 4.58 -0.60  0.00
52 C -0.27 3.14 -0.43  0.10
53 N -0.19 2.00 -0.27  -0.02
54 H 0.63 4.97 -0.90  0.00
55 H -0.63 5.04 0.34  0.00
56 H -1.08 4.83 -1.36  0.00
57 I 5.07 4.46 0.65  0.00
58 C 3.60 3.54 1.77  0.00
59 C 3.47 3.77 3.14  0.00
60 C 2.46 3.10 3.82  0.00
61 C 1.64 2.23 3.12  0.00
62 N 1.76 1.99 1.81  0.03
63 C 2.72 2.65 1.16  0.02
64 H 4.13 4.45 3.65  0.00
65 H 2.32 3.25 4.88  0.00
66 H 0.86 1.68 3.64  0.01
67 H 2.81 2.47 0.09  0.00

Calculated values
2S+1 = 4
HOMO (alpha / beta) = -15.42 / -15.42 eV
Kohn-Sham gap (alpha / beta) = 7.9 / 4.7 eV
charge = +3
expectation value of S² = 3.78

# 2
Below is a molecular structure, C36H50BBaF4N4O14, with properties calculated with wB97M-V/def2-TZVPD.

Last column: Mulliken charge in e.
Cartesian coordinates (Å):
1 Ba 2.04 1.45 1.72  0.79
2 B -0.01 -0.47 0.21  0.93
3 F -1.00 -0.77 -0.70  -0.28
4 F -0.41 0.65 0.98  -0.04
5 F 0.19 -1.55 1.10  -0.55
6 F 1.21 -0.10 -0.32  -0.16
7 C -4.06 -2.43 2.08  -0.31
8 C -3.84 -1.80 0.87  -0.21
9 C -4.87 -1.05 0.31  -0.11
10 C -6.13 -1.03 0.90  -0.34
11 C -6.36 -1.70 2.09  -0.47
12 C -5.30 -2.36 2.71  -0.67
13 N -7.20 -0.25 0.24  1.03
14 O -6.96 0.27 -0.82  -0.59
15 O -8.25 -0.18 0.85  -0.61
16 H -3.27 -2.94 2.62  0.49
17 H -2.88 -1.74 0.38  0.36
18 H -4.74 -0.71 -0.71  0.50
19 H -7.33 -1.59 2.55  0.48
20 H -5.42 -2.71 3.72  0.39
21 C -1.70 -5.47 0.11  -0.53
22 C -0.85 -4.38 -0.11  -0.03
23 C 0.38 -4.56 -0.71  0.28
24 C 0.74 -5.84 -1.13  -0.26
25 C -0.08 -6.92 -0.88  -0.43
26 C -1.28 -6.75 -0.19  -0.63
27 N 1.95 -6.00 -1.91  0.98
28 O 2.50 -5.00 -2.34  -0.57
29 O 2.38 -7.13 -2.10  -0.59
30 H -2.66 -5.29 0.59  0.48
31 H -1.16 -3.37 0.11  0.33
32 H 1.03 -3.72 -0.88  0.00
33 H 0.22 -7.90 -1.23  0.45
34 H -1.82 -7.63 0.14  0.40
35 C 2.71 -1.57 -4.06  -0.84
36 C 2.84 -1.04 -5.35  -0.68
37 C 2.17 0.12 -5.71  -0.69
38 C 1.32 0.70 -4.77  -0.19
39 C 1.11 0.15 -3.51  0.47
40 C 1.81 -1.00 -3.19  -0.41
41 N 0.47 1.83 -5.17  1.03
42 O -0.43 2.16 -4.43  -0.55
43 O 0.73 2.37 -6.22  -0.61
44 H 3.23 -2.47 -3.74  0.49
45 H 3.62 -1.39 -6.01  0.34
46 H 2.24 0.56 -6.69  0.52
47 H 0.49 0.62 -2.76  0.37
48 H 1.71 -1.52 -2.25  0.59
49 C -3.07 2.12 -0.92  -0.18
50 C -2.91 1.89 -2.28  -0.20
51 C -3.60 2.69 -3.18  -0.36
52 C -4.45 3.69 -2.72  -0.35
53 C -4.63 3.88 -1.35  -0.37
54 C -3.96 3.09 -0.44  -0.91
55 N -5.25 4.45 -3.66  1.00
56 O -5.21 4.16 -4.83  -0.59
57 O -5.92 5.36 -3.20  -0.61
58 H -2.48 1.55 -0.21  0.49
59 H -2.16 1.20 -2.63  0.48
60 H -3.48 2.49 -4.24  0.50
61 H -5.35 4.60 -0.98  0.50
62 H -4.11 3.22 0.62  0.43
63 C 5.02 2.83 0.20  -1.02
64 O 4.37 1.57 0.37  0.19
65 C 5.20 0.47 0.05  -0.94
66 C 4.40 -0.78 -0.12  -0.09
67 O 3.55 -1.00 1.00  0.00
68 C 2.96 -2.30 1.07  -0.53
69 H 5.39 2.95 -0.82  0.30
70 H 5.87 2.84 0.89  0.35
71 H 4.45 3.74 0.40  0.29
72 H 5.97 0.34 0.82  0.43
73 H 5.70 0.61 -0.92  0.45
74 H 5.07 -1.61 -0.35  0.47
75 H 3.70 -0.72 -0.96  -0.13
76 H 3.67 -3.13 1.15  0.39
77 H 2.39 -2.47 0.15  0.03
78 H 2.39 -2.27 1.99  0.02
79 C -1.50 2.91 2.65  -0.39
80 O -0.35 3.17 1.85  0.17
81 C -0.47 4.30 0.98  -0.18
82 C 0.94 4.61 0.47  -0.95
83 O 1.58 3.45 -0.07  -0.09
84 C 0.99 3.02 -1.30  -0.65
85 H -2.44 2.75 2.12  -0.09
86 H -1.61 3.79 3.29  0.45
87 H -1.28 2.04 3.26  -0.06
88 H -0.88 5.14 1.53  0.59
89 H -1.09 4.04 0.12  0.08
90 H 1.63 5.08 1.18  0.33
91 H 0.86 5.32 -0.36  0.40
92 H 1.58 2.20 -1.71  0.09
93 H 0.80 3.79 -2.06  0.42
94 H -0.01 2.65 -1.06  0.21
95 C -0.39 -0.53 3.74  -1.05
96 O 0.99 -0.18 3.52  0.22
97 C 1.75 -0.42 4.71  -0.67
98 C 3.24 -0.59 4.43  -0.56
99 O 3.76 0.49 3.66  0.08
100 C 5.05 0.90 4.08  -0.89
101 H -0.69 -0.01 4.65  0.50
102 H -0.48 -1.61 3.88  0.40
103 H -1.05 -0.20 2.95  -0.03
104 H 1.36 -1.28 5.24  0.47
105 H 1.70 0.46 5.37  0.31
106 H 3.39 -1.52 3.88  0.16
107 H 3.72 -0.84 5.38  0.56
108 H 5.72 0.07 4.32  0.37
109 H 4.96 1.69 4.83  0.33
110 H 5.64 1.29 3.25  0.11

Calculated values
HOMO = -11.59 eV
Kohn-Sham gap = 8.7 eV
charge = +1

# 3
Below is C7H11N in the gas phase, with properties calculated with wB97M-V/def2-TZVPD.

Last column: Mulliken charge in e.
Cartesian coordinates (Å):
1 C 0.75 -1.39 -1.48  -1.04
2 C -0.11 -0.62 -0.82  0.02
3 C -1.02 0.37 -1.41  -0.67
4 C -0.66 1.79 -0.71  -0.45
5 C -0.09 1.34 0.56  -0.79
6 C 0.05 -0.13 0.61  1.22
7 C -0.17 -1.01 1.81  -0.76
8 N 1.20 -0.74 1.34  -0.75
9 H 0.66 -1.21 -2.51  0.30
10 H 1.61 -1.84 -1.08  0.37
11 H -0.91 0.46 -2.55  0.29
12 H -2.02 0.23 -1.10  0.33
13 H -1.69 2.27 -0.61  0.21
14 H 0.09 2.45 -1.25  0.32
15 H -0.45 1.68 1.50  0.45
16 H 1.00 1.77 0.50  0.16
17 H -0.61 -2.02 1.63  0.21
18 H -0.34 -0.62 2.78  0.34
19 H 1.73 -0.07 1.98  0.25

Calculated values
HOMO = -8.90 eV
Kohn-Sham gap = 9.9 eV
charge = 0
SMILES = C=C1CCC[C@@]12CN2

Question: Which value of charge does entry 1 give?
Answer: +3

Question: charge of number 1 (C28H26I3N6OReS2)?
Answer: +3